Record 1
This record from the Open Molecules 2025 dataset describes C16H14FeO3S as an isolated structure at a distorted geometry. The level of theory is ωB97M-V with the def2-TZVPD basis set.

```
! wB97M-V def2-TZVPD RIJCOSX def2/J DEFGRID3
* xyz 2 5
O 3.3097 -2.2006 -2.0635
C 3.2218 -1.1691 -2.6242
Fe 3.1253 0.4648 -3.1645
C 4.1142 1.0320 -1.8067
O 4.6558 1.0955 -0.7733
C 4.2723 0.3532 -4.4490
O 5.3279 0.0044 -4.8149
C 0.0159 -0.3976 -0.9703
C 0.0229 -1.0166 -2.4575
C 1.1177 -0.4965 -3.3464
C 1.1370 0.9447 -3.4210
C 0.9549 1.6327 -2.1439
C 0.3968 1.0379 -1.0420
H 0.8048 -0.9626 -0.4363
H 0.1161 -2.1117 -2.3515
H -0.9564 -0.7647 -2.9252
H 1.2213 -1.0862 -4.2791
H 1.1047 1.5126 -4.3723
H 1.3794 2.6457 -2.1136
H 0.2465 1.5946 -0.1317
C -3.0749 0.5110 5.3496
C -2.5367 0.0059 4.0422
C -3.4802 -0.1570 3.0229
C -3.0676 -0.4381 1.7298
C -1.6911 -0.5638 1.4346
S -1.5216 -0.8060 -0.3086
C -0.7555 -0.6106 2.4896
C -1.1981 -0.3093 3.7973
H -2.3036 0.6299 6.1100
H -3.5706 1.4818 5.2123
H -3.8442 -0.1675 5.7358
H -4.5408 -0.0275 3.2167
H -3.7971 -0.5122 0.9243
H 0.2899 -0.8569 2.2932
H -0.4966 -0.2923 4.6373
*
```

Properties
Relative energy (zero: lowest compared OMol25 entry of this formula, charge and spin): 44.7 kJ/mol
HOMO energy (alpha / beta): -15.5 / -16.3 eV

---

Record 2
This record from the Open Molecules 2025 dataset describes a 10-piece molecular cluster, C4H30N2O9S2 overall at a distorted geometry. The level of theory is ωB97M-V with the def2-TZVPD basis set.

```
! wB97M-V def2-TZVPD RIJCOSX def2/J DEFGRID3
* xyz 0 1
S -0.0492 -3.5678 -1.8226
S -0.3310 -2.3391 -0.1618
C 0.0236 -0.5809 -0.4848
C 1.0821 0.0081 0.4819
C 0.9148 1.5725 0.2698
N 0.1197 2.0138 1.4580
C 0.7008 3.2017 2.1029
N 2.3612 -0.6238 0.1672
H 1.2566 -3.5249 -2.1611
H 0.2198 -0.3766 -1.5424
H -0.8789 0.0320 -0.3222
H 0.8285 -0.3249 1.4803
H 1.9433 1.9536 0.2103
H 0.3871 1.7862 -0.6685
H -0.7885 2.2000 1.0430
H 0.4566 4.1957 1.6999
H 0.2958 3.1931 3.1166
H 1.7858 3.1630 2.0787
H 3.1502 -0.4764 0.7802
H 2.6892 -0.3503 -0.7554
H -3.5723 -1.6656 -1.3341
H -3.8437 -0.5551 -0.2646
O -3.6528 -0.7275 -1.1899
H 3.8431 -3.3363 0.8225
H 3.5141 -2.6218 -0.4899
O 4.1822 -3.1696 -0.0652
H -2.7537 4.2236 -0.9219
H -1.4014 3.6578 -0.8769
O -2.1239 3.7718 -1.4939
H -3.9345 0.0640 2.2646
H -5.1625 -0.6337 1.5919
O -4.2143 -0.4995 1.5356
H 4.9156 1.4358 1.4636
H 5.0454 2.1054 0.0498
O 5.2273 1.3387 0.5644
H -2.4419 -2.1813 -3.9492
H -2.7773 -0.9822 -3.1670
O -2.7292 -1.2601 -4.1063
H -1.2191 1.2694 -2.1749
H -0.5952 1.9138 -3.4947
O -0.6412 1.9544 -2.5553
H -2.9214 1.0758 3.1939
H -3.3617 0.4269 4.5368
O -3.5019 1.1851 3.9400
H 2.9122 2.5392 3.1273
H 3.8789 1.5738 3.8594
O 3.8462 2.2957 3.2155
*
```

Properties
Relative energy (zero: lowest compared OMol25 entry of this formula, charge and spin): 0.0 kJ/mol
Structure (SMILES): CNC[C@H](N)CSS.O.O.O.O.O.O.O.O.O
HOMO energy: -8.8 eV

---

Record 3
This record from the Open Molecules 2025 dataset describes C4H6AlLiO2 as an isolated structure at a distorted geometry. The level of theory is ωB97M-V with the def2-TZVPD basis set.

```
! wB97M-V def2-TZVPD RIJCOSX def2/J DEFGRID3
* xyz 0 1
O 1.7048 0.7456 0.6090
Al 1.3854 -0.8273 -0.1590
C 0.7272 1.7267 0.6187
C -0.7020 1.1736 0.7165
H 0.8668 2.4177 1.4777
H -0.7822 0.7878 1.7480
H -1.4305 2.0012 0.6868
H 0.7837 2.3767 -0.2832
C -0.9481 0.3715 -1.1700
C -1.2102 -0.3485 -0.0095
O -1.7869 -1.2839 0.6294
Li -0.5067 -2.6781 -0.2330
H -0.1704 0.9559 -1.6683
H -1.4828 -0.0470 -2.0327
*
```

Properties
HOMO energy: -7.0 eV

---

Record 4
This record from the Open Molecules 2025 dataset describes C17H19N3OOsS as an isolated structure. The level of theory is ωB97M-V with the def2-TZVPD basis set.

```
! wB97M-V def2-TZVPD RIJCOSX def2/J DEFGRID3
* xyz 2 1
Os 0.3065 -0.7024 -0.1260
C 2.0487 1.6784 1.5318
C 1.4620 0.2997 1.5529
C 2.2031 -0.8365 1.1218
C 1.6886 -2.1580 1.1922
C 2.5509 -3.3369 0.8748
C 0.3303 -2.3433 1.5530
C -0.4181 -1.2614 2.0552
C -1.8235 -1.4592 2.5142
C 0.1535 0.0422 2.0224
H 1.8271 2.1830 0.5911
H 3.1305 1.6324 1.6434
H 1.6394 2.2764 2.3444
H 3.2123 -0.6917 0.7582
H 2.3080 -3.7810 -0.0910
H 2.3793 -4.1044 1.6310
H 3.6045 -3.0667 0.8758
H -0.0953 -3.3379 1.5285
H -2.1270 -0.6659 3.1948
H -1.9278 -2.4215 3.0126
H -2.4920 -1.4471 1.6506
H -0.4668 0.8805 2.3191
N 3.0641 -0.7323 -3.5051
C 2.0760 -0.4941 -2.6356
S 1.4181 -1.8540 -1.7084
N 1.5571 0.6859 -2.4790
N 0.5237 0.7233 -1.5699
C -0.2897 1.7213 -1.8148
C -1.6080 1.8810 -1.3241
C -2.3655 3.0044 -1.7145
C -3.6796 3.1059 -1.3431
C -4.2746 2.0803 -0.5848
C -3.5611 0.9731 -0.1898
C -2.2189 0.8604 -0.5613
O -1.5454 -0.2114 -0.1501
H 3.4131 -1.6586 -3.6733
H 3.4180 0.0267 -4.0668
H 0.0816 2.4308 -2.5487
H -1.8955 3.7706 -2.3187
H -4.2681 3.9627 -1.6392
H -5.3179 2.1636 -0.3096
H -4.0214 0.1818 0.3864
*
```

Properties
Relative energy (zero: lowest compared OMol25 entry of this formula, charge and spin): 0.0 kJ/mol
HOMO energy (alpha / beta): -14.9 / -14.9 eV

---

| no. | molecular weight (g mol⁻¹) |
| --- | --- |
| 1 | 342.2 |
| 2 | 314.4 |
| 3 | 120.0 |
| 4 | 503.7 |